C4H9NO2 in the gas phase in a non-equilibrium geometry. Source: OMol25; level of theory: wB97M-V/def2-TZVPD.

Each line ends with the natural charge from an NBO analysis.
Element x y z (Å)
C: -0.4706 -1.0591 -2.4799  -0.412
N: 0.0757 -1.0946 -1.1574  -0.621
C: 0.3039 0.1188 -0.5226  0.672
O: -0.2438 1.1255 -0.9655  -0.632
C: 0.9236 0.2288 0.8727  -0.525
C: 0.1317 1.1945 1.7249  -0.060
O: -0.6693 0.3603 2.5314  -0.766
H: 0.0661 -0.3433 -3.1365  0.217
H: -0.4434 -2.0859 -2.8561  0.201
H: -1.4873 -0.6999 -2.3538  0.202
H: 0.0997 -1.9107 -0.6122  0.395
H: 2.0461 0.4741 0.8334  0.239
H: 0.8202 -0.7070 1.3966  0.236
H: 0.7518 1.7094 2.4710  0.166
H: -0.5667 1.9336 1.1270  0.206
H: -1.3378 0.7556 3.1271  0.483

Output
**Highest occupied orbital energy**: -0.349 Ha
**Total charge**: 0
**Relative energy (zero: lowest compared OMol25 entry of this formula, charge and spin)**: 1.692 eV
**Calculated total energy**: -363.0234 a.u.
**Orbital gap**: 10.418 eV
**LUMO energy**: 0.92 eV
**Strongest force on any atom**: 3.12 eV/A